A) # C3H9NO2S

A cluster of 2 separate species, C3H9NO2S in total (ωB97M-V/def2-TZVPD, the OMol25 dataset).

Its HOMO-LUMO gap is 5.96 eV. The spin multiplicity is 1. Its highest occupied orbital energy is 0.0 eV. The total charge is -2.

Last column: natural (NBO) charge in e.
Element x y z (Å)
1 C 0.73 -0.07 0.22  -0.24
2 C 1.72 1.05 0.56  -0.49
3 S 3.48 0.66 0.09  -0.80
4 N -0.56 0.22 0.87  -0.65
5 C -1.72 -0.57 0.44  0.14
6 O -1.79 -0.70 -0.91  -0.79
7 H 1.14 -1.04 0.52  0.15
8 H 0.57 -0.12 -0.86  0.21
9 H 1.39 1.96 0.07  0.18
10 H 1.70 1.18 1.64  0.16
11 H -0.44 0.00 1.83  0.32
12 H -1.68 -1.56 0.96  0.06
13 H -2.60 -0.14 0.94  0.14
14 H -4.84 -1.79 -1.46  0.40
15 H -2.77 -0.87 -1.14  0.54
16 O -4.42 -0.97 -1.23  -1.32

=====

B) # C3H9NO2S

A cluster of 2 separate species, C3H9NO2S in total (ωB97M-V/def2-TZVPD, the OMol25 dataset).

Its HOMO-LUMO gap is 5.81 eV. The spin multiplicity is 1. Its highest occupied orbital energy is 0.2 eV. The total charge is -2.

Last column: natural (NBO) charge in e.
Element x y z (Å)
1 C -0.91 0.13 -0.55  -0.24
2 C -1.97 0.45 0.49  -0.52
3 S -3.37 1.43 -0.18  -0.79
4 N 0.17 -0.77 -0.04  -0.69
5 C 1.52 -0.18 0.14  0.13
6 O 2.47 -0.79 -0.62  -0.94
7 H -0.42 1.05 -0.86  0.16
8 H -1.42 -0.37 -1.38  0.17
9 H -2.27 -0.44 1.04  0.17
10 H -1.49 1.08 1.26  0.16
11 H 0.35 -1.39 -0.82  0.35
12 H 1.44 0.88 -0.22  0.06
13 H 1.71 -0.06 1.23  0.07
14 H 3.51 -1.26 0.36  0.51
15 H 4.20 -1.10 1.78  0.43
16 O 4.31 -1.61 0.96  -1.06

=====

Which of them is most stable, and which least? Most stable: B); least stable: A).

=====

A) # C2H4N2O2S

The molecule C2H4N2O2S (ωB97M-V/def2-TZVPD, the OMol25 dataset).

Its HOMO-LUMO gap is 10.16 eV. The spin multiplicity is 1. Its highest occupied orbital energy is -10.2 eV.

Last column: natural (NBO) charge in e.
Element x y z (Å)
1 N -1.45 1.36 -0.07  -1.01
2 S 0.55 0.69 -0.21  2.15
3 O 1.30 1.43 0.79  -0.90
4 O 1.08 0.54 -1.54  -0.88
5 C 0.15 -0.86 0.47  -0.44
6 C 0.44 -1.96 -0.47  0.11
7 N 1.40 -1.62 0.34  -0.25
8 H -1.62 2.30 -0.55  0.38
9 H -1.43 1.47 0.94  0.35
10 H -0.34 -0.71 1.42  0.24
11 H -0.08 -2.66 -1.12  0.26

=====

B) # C2H4N2O2S

A cluster of 2 separate species, C2H4N2O2S in total (ωB97M-V/def2-TZVPD, the OMol25 dataset).

Its HOMO-LUMO gap is 8.64 eV. The spin multiplicity is 1. Its highest occupied orbital energy is -8.7 eV.

Last column: natural (NBO) charge in e.
Element x y z (Å)
1 C -0.42 0.09 -0.07  0.21
2 C 2.06 -0.09 0.04  -0.24
3 H -2.80 1.36 -0.20  0.45
4 H -1.94 -1.58 0.62  0.42
5 H 2.22 -0.16 1.18  0.18
6 H 3.09 -0.41 -0.43  0.24
7 N -1.70 -0.39 0.27  -0.38
8 N 0.09 1.27 -0.18  -0.17
9 O -2.85 0.02 -0.48  -0.51
10 O 1.49 1.18 -0.35  -0.38
11 S 0.75 -1.28 -0.39  0.17

=====

Which of them is most stable, and which least? Most stable: A); least stable: B).

=====

A) # CH5N2S

The ion CH5N2S with charge +1 (ωB97M-V/def2-TZVPD, the OMol25 dataset).

Its HOMO-LUMO gap is 9.98 eV. The spin multiplicity is 1. Its highest occupied orbital energy is -14.3 eV. The total charge is +1.

Last column: natural (NBO) charge in e.
Element x y z (Å)
1 N 1.18 0.18 0.73  -0.68
2 C 0.46 -0.61 0.08  0.40
3 N -0.77 -0.48 -0.53  -0.64
4 S -2.16 0.74 -0.71  0.30
5 H 0.84 1.09 1.05  0.42
6 H 2.15 0.18 0.85  0.45
7 H 0.84 -1.56 -0.07  0.22
8 H -1.20 -1.30 -0.79  0.42
9 H -1.35 1.75 -0.63  0.11

=====

B) # CH5N2S

The ion CH5N2S with charge +1 (ωB97M-V/def2-TZVPD, the OMol25 dataset).

Its HOMO-LUMO gap is 9.59 eV. The spin multiplicity is 1. Its highest occupied orbital energy is -13.8 eV. The total charge is +1.

Last column: natural (NBO) charge in e.
Element x y z (Å)
1 N -0.94 -0.49 -0.34  -0.73
2 C 0.41 -0.28 0.36  -0.04
3 N 1.07 0.91 -0.10  -0.73
4 S 0.22 1.20 1.42  0.39
5 H -1.81 -0.77 0.11  0.46
6 H -1.02 -0.93 -1.24  0.44
7 H -1.00 0.55 -0.51  0.47
8 H 1.03 -1.36 0.50  0.30
9 H 2.03 1.17 -0.21  0.45

=====

Which of them is most stable, and which least? Most stable: A); least stable: B).

=====

A) # C18H24N2O2S

The molecule C18H24N2O2S (ωB97M-V/def2-TZVPD, the OMol25 dataset).

Its HOMO-LUMO gap is 9.17 eV. The spin multiplicity is 1. Its highest occupied orbital energy is -8.5 eV.

Last column: natural (NBO) charge in e.
Element x y z (Å)
1 C -4.17 -2.03 0.77  -0.61
2 C -5.49 -1.52 0.20  -0.42
3 C -5.58 0.01 0.13  -0.06
4 O -4.73 0.55 -0.86  -0.50
5 C -3.45 0.92 -0.58  0.32
6 C -2.67 1.22 -1.70  -0.27
7 C -1.35 1.59 -1.56  -0.16
8 C -0.77 1.69 -0.29  -0.19
9 C 0.66 2.01 -0.06  0.67
10 O 1.06 2.53 0.96  -0.63
11 N 1.49 1.65 -1.08  -0.62
12 C 2.92 1.56 -0.85  -0.23
13 C 3.26 0.43 0.16  -0.12
14 C 2.30 -0.69 -0.04  -0.17
15 C 1.27 -1.06 0.77  -0.27
16 C 0.47 -2.09 0.23  -0.25
17 C 0.90 -2.49 -0.99  -0.41
18 S 2.30 -1.61 -1.50  0.42
19 N 4.64 -0.03 -0.02  -0.43
20 C 5.60 1.04 0.12  -0.41
21 C 4.95 -1.11 0.90  -0.41
22 C -1.57 1.44 0.82  -0.15
23 C -2.89 1.05 0.69  -0.27
24 H -4.17 -3.12 0.79  0.21
25 H -4.02 -1.67 1.79  0.20
26 H -3.33 -1.70 0.16  0.21
27 H -6.32 -1.88 0.82  0.20
28 H -5.62 -1.91 -0.81  0.21
29 H -6.59 0.29 -0.19  0.20
30 H -5.40 0.45 1.11  0.17
31 H -3.12 1.14 -2.67  0.22
32 H -0.78 1.83 -2.44  0.21
33 H 1.12 1.04 -1.78  0.40
34 H 3.25 2.52 -0.45  0.23
35 H 3.41 1.35 -1.80  0.21
36 H 3.11 0.83 1.19  0.20
37 H 1.08 -0.60 1.73  0.23
38 H -0.39 -2.51 0.73  0.23
39 H 0.50 -3.25 -1.63  0.23
40 H 5.47 1.78 -0.66  0.20
41 H 6.60 0.62 0.03  0.20
42 H 5.53 1.54 1.10  0.17
43 H 4.25 -1.93 0.76  0.21
44 H 5.95 -1.47 0.68  0.20
45 H 4.91 -0.79 1.95  0.16
46 H -1.13 1.54 1.80  0.23
47 H -3.46 0.85 1.58  0.21

=====

B) # C18H24N2O2S

The molecule C18H24N2O2S (ωB97M-V/def2-TZVPD, the OMol25 dataset).

Its HOMO-LUMO gap is 9.00 eV. The spin multiplicity is 1. Its highest occupied orbital energy is -8.4 eV.

Last column: natural (NBO) charge in e.
Element x y z (Å)
1 C -3.57 -1.60 1.21  -0.62
2 C -2.51 -2.67 0.95  -0.40
3 C -1.20 -2.19 0.32  -0.42
4 S -1.35 -1.54 -1.37  0.29
5 C -1.96 0.06 -1.00  -0.22
6 C -2.74 0.70 -1.96  -0.22
7 C -3.27 1.95 -1.72  -0.20
8 C -3.05 2.55 -0.49  -0.21
9 C -2.26 1.93 0.46  -0.23
10 C -1.68 0.69 0.22  0.21
11 N -0.80 0.10 1.16  -0.45
12 C -0.03 0.99 2.03  -0.31
13 C 1.05 1.68 1.17  0.67
14 O 0.99 2.85 0.86  -0.62
15 N 2.00 0.82 0.79  -0.64
16 C 3.01 1.14 -0.20  -0.06
17 C 4.36 0.53 0.20  -0.40
18 C 4.35 -0.99 0.12  -0.40
19 C 3.94 -1.45 -1.28  -0.40
20 C 2.56 -0.90 -1.64  -0.40
21 C 2.58 0.63 -1.58  -0.40
22 C -0.41 -1.20 1.14  0.69
23 O 0.57 -1.57 1.78  -0.64
24 H -3.89 -1.12 0.29  0.21
25 H -4.44 -2.07 1.67  0.22
26 H -3.20 -0.84 1.89  0.20
27 H -2.25 -3.16 1.89  0.21
28 H -2.93 -3.42 0.28  0.22
29 H -0.55 -3.07 0.22  0.26
30 H -2.91 0.19 -2.89  0.22
31 H -3.87 2.43 -2.47  0.22
32 H -3.47 3.52 -0.28  0.22
33 H -2.10 2.44 1.40  0.22
34 H -0.67 1.73 2.50  0.22
35 H 0.44 0.37 2.79  0.25
36 H 1.95 -0.14 1.10  0.42
37 H 3.08 2.23 -0.23  0.23
38 H 4.61 0.85 1.21  0.21
39 H 5.12 0.92 -0.48  0.20
40 H 5.34 -1.37 0.36  0.21
41 H 3.65 -1.40 0.85  0.19
42 H 3.92 -2.55 -1.31  0.21
43 H 4.67 -1.11 -2.01  0.19
44 H 2.27 -1.23 -2.64  0.21
45 H 1.82 -1.29 -0.94  0.20
46 H 3.27 1.01 -2.33  0.20
47 H 1.58 1.02 -1.81  0.22

=====

Which of them is most stable, and which least? Most stable: B); least stable: A).